35
Properties=species:S:1:pos:R:3 method="wB97M-V/def2-TZVPD" relative_energy_kcal_mol=0.00 charge=+2 e_homo_ev=-15.331 largest_force_ev_per_a=5.11
O 1.67 4.19 1.64
C 1.63 3.76 0.57
Ga 0.40 -0.11 -2.35
O -1.56 2.84 -2.49
C -0.83 1.98 -2.26
C 0.40 -0.61 -4.48
O 0.75 -0.67 -5.58
C 2.38 0.06 -2.44
O 3.46 -0.09 -2.96
C 1.64 2.38 -3.38
O 2.05 3.20 -4.06
H 2.29 0.33 -1.27
C -1.01 1.23 1.66
N 0.19 0.59 2.27
C -0.17 -0.09 3.56
C 0.94 -0.34 1.25
C 0.01 -1.22 0.46
C -0.59 -2.30 1.12
C -1.66 -3.00 0.60
C -2.17 -2.65 -0.64
C -1.51 -1.68 -1.40
C -0.37 -1.05 -0.88
H -1.74 0.42 1.48
H -0.71 1.72 0.72
H -1.39 1.96 2.38
H 0.87 1.32 2.52
H -0.89 -0.90 3.35
H 0.75 -0.49 4.03
H -0.62 0.67 4.22
H 1.54 0.34 0.62
H 1.64 -0.92 1.88
H -0.24 -2.56 2.11
H -2.16 -3.79 1.17
H -3.06 -3.12 -1.05
H -1.94 -1.43 -2.37


60
Properties=species:S:1:pos:R:3 method="wB97M-V/def2-TZVPD" charge=+1 e_homo_ev=-11.467 largest_force_ev_per_a=0.45
Ca 0.02 -0.15 -0.39
O 1.39 1.45 0.78
C 2.68 1.07 1.32
C 3.78 1.11 0.28
C 3.49 0.31 -1.00
C 3.29 -1.17 -0.78
C 4.38 -2.02 -0.66
C 4.17 -3.38 -0.50
C 2.87 -3.86 -0.48
C 1.84 -2.95 -0.60
N 2.04 -1.63 -0.73
H 1.48 2.26 0.27
H 2.53 0.05 1.70
H 2.91 1.72 2.16
H 4.69 0.74 0.75
H 3.98 2.15 0.00
H 4.32 0.45 -1.68
H 2.61 0.71 -1.51
H 5.39 -1.62 -0.72
H 5.01 -4.06 -0.41
H 2.65 -4.91 -0.37
H 0.81 -3.28 -0.59
C -4.05 1.03 0.30
P -2.41 0.94 1.08
C -2.17 2.62 1.74
C -2.72 -0.05 2.60
C -1.44 -0.50 3.31
P -0.41 -1.63 2.28
C 0.90 -2.11 3.46
C -1.45 -3.14 2.22
H -3.99 1.70 -0.55
H -4.81 1.39 1.00
H -4.34 0.05 -0.07
H -3.02 2.94 2.35
H -2.04 3.31 0.91
H -1.26 2.65 2.35
H -3.32 -0.92 2.31
H -3.35 0.53 3.28
H -1.69 -1.00 4.25
H -0.82 0.36 3.57
H 0.49 -2.57 4.36
H 1.48 -1.24 3.74
H 1.57 -2.83 2.99
H -1.85 -3.39 3.21
H -0.85 -3.97 1.86
H -2.29 -3.01 1.53
C -0.74 2.75 -4.27
C -1.65 1.90 -3.41
C -2.70 1.18 -4.24
O -2.29 2.71 -2.40
C -0.84 0.92 -2.55
O 0.28 1.30 -2.09
O -1.34 -0.19 -2.23
H -1.33 3.47 -4.83
H -0.19 2.14 -4.99
H -0.02 3.29 -3.65
H -3.32 1.91 -4.76
H -3.33 0.55 -3.61
H -2.23 0.55 -5.00
H -2.81 3.38 -2.85


63
Properties=species:S:1:pos:R:3 method="wB97M-V/def2-TZVPD" charge=0 e_homo_ev=-9.156 largest_force_ev_per_a=1.16
C 5.94 1.32 1.91
C 6.35 0.88 0.87
C 6.77 0.43 -0.45
C 5.63 0.30 -1.50
C 4.28 0.90 -1.08
B 4.19 2.45 -1.20
O 5.24 3.32 -0.94
B 4.77 4.41 -0.23
O 3.51 4.42 0.33
B 2.54 3.65 -0.34
C 1.12 3.46 0.28
C 0.21 2.46 -0.44
C 0.75 1.01 -0.43
C -0.18 0.02 0.26
O -0.50 0.44 1.59
O 2.97 3.06 -1.52
H 5.79 1.76 2.87
H 7.58 1.07 -0.81
H 7.21 -0.56 -0.31
H 5.50 -0.75 -1.77
H 5.97 0.81 -2.41
H 3.52 0.51 -1.77
H 3.96 0.57 -0.09
H 5.45 5.39 -0.12
H 1.29 3.09 1.30
H 0.64 4.44 0.39
H -0.76 2.44 0.08
H -0.02 2.79 -1.45
H 0.94 0.70 -1.46
H 1.70 0.98 0.11
H 0.36 -0.92 0.33
H -1.09 -0.15 -0.32
H 0.29 0.27 2.12
C -5.13 -0.56 -1.90
C -5.47 -1.27 -0.61
O -4.31 -2.10 -0.41
C -3.27 -1.54 -1.07
O -2.14 -1.87 -0.97
O -3.70 -0.53 -1.87
H -5.53 0.45 -1.95
H -5.46 -1.12 -2.78
H -5.55 -0.58 0.23
H -6.36 -1.87 -0.68
C -9.76 -0.62 1.85
C -9.71 -2.14 1.85
O -9.38 -2.42 0.49
C -8.76 -1.34 -0.03
O -8.21 -1.32 -1.09
O -8.84 -0.29 0.80
H -9.44 -0.18 2.79
H -10.74 -0.23 1.59
H -8.92 -2.53 2.49
H -10.65 -2.60 2.12
C 3.65 -3.77 -0.07
C 4.79 -3.45 0.88
O 4.61 -2.05 1.11
C 3.31 -1.75 0.88
O 2.80 -0.70 1.14
O 2.67 -2.79 0.30
H 3.25 -4.77 0.05
H 3.92 -3.61 -1.12
H 4.70 -3.98 1.83
H 5.77 -3.64 0.45


41
Properties=species:S:1:pos:R:3 method="wB97M-V/def2-TZVPD" relative_energy_kcal_mol=2.23 charge=0 e_homo_ev=-9.238 smiles=ClC(Cl)(Cl)Cl.Fc1ccccc1.Fc1ccccc1.Fc1ccccc1 largest_force_ev_per_a=2.20
Cl -2.60 1.44 -1.44
C -0.84 1.20 -1.86
Cl 0.29 2.42 -1.06
Cl -0.27 -0.39 -1.21
Cl -0.70 1.19 -3.64
F -8.73 8.41 -0.57
C -9.28 7.21 -0.25
C -10.43 7.15 0.50
C -10.97 5.93 0.84
C -10.40 4.73 0.47
C -9.17 4.76 -0.25
C -8.62 5.99 -0.56
H -10.92 8.11 0.62
H -11.89 5.91 1.39
H -10.84 3.75 0.56
H -8.79 3.78 -0.49
H -7.69 6.08 -1.11
F 4.85 -5.48 -0.91
C 5.41 -5.37 -2.11
C 5.44 -4.15 -2.78
C 5.79 -4.11 -4.17
C 6.20 -5.30 -4.77
C 6.35 -6.47 -4.00
C 6.01 -6.50 -2.66
H 5.06 -3.26 -2.32
H 5.66 -3.20 -4.74
H 6.58 -5.40 -5.77
H 6.80 -7.31 -4.50
H 5.95 -7.43 -2.12
F 6.55 -2.28 2.95
C 5.48 -1.66 3.54
C 4.64 -2.38 4.39
C 3.43 -1.94 4.86
C 3.11 -0.62 4.58
C 3.95 0.16 3.81
C 5.19 -0.30 3.32
H 4.90 -3.41 4.60
H 2.80 -2.59 5.45
H 2.23 -0.22 5.06
H 3.69 1.20 3.68
H 5.79 0.34 2.69


83
Properties=species:S:1:pos:R:3 method="wB97M-V/def2-TZVPD" s_squared=0.776 charge=0 spin_multiplicity=2 e_homo_ev="-8.858 / -8.236" largest_force_ev_per_a=6.17
Ba -0.59 -1.77 -1.20
B -1.19 0.57 -0.21
H -2.17 0.38 -0.63
H -1.26 1.55 0.23
H -1.12 -0.19 0.55
H -0.50 0.48 -1.03
C 2.71 -2.11 -4.85
C 2.33 -1.91 -3.59
C 2.79 -0.67 -2.69
O 2.19 -0.44 -1.52
C 3.70 0.18 -3.15
C 4.29 -0.03 -4.49
C 3.70 -1.18 -5.47
O 4.12 -1.16 -6.64
O 5.16 0.65 -4.93
O 1.35 -2.68 -3.25
H 2.33 -2.85 -5.53
H 3.99 1.05 -2.59
C 1.41 3.14 -1.92
N 0.89 4.30 -2.65
O 0.92 4.29 -3.90
O 0.56 5.26 -2.00
H 1.97 2.59 -2.67
H 0.60 2.48 -1.60
H 2.06 3.47 -1.11
C -0.32 4.17 1.44
N 0.35 2.98 2.04
O 0.02 2.49 3.10
O 1.42 2.74 1.48
H 0.27 4.76 0.74
H -0.57 4.99 2.10
H -1.25 3.79 1.01
C 3.72 -2.93 1.71
O 2.63 -3.39 2.46
P 1.19 -2.77 2.35
O 0.60 -2.82 0.96
O 0.34 -3.58 3.48
C 0.77 -3.56 4.87
O 1.44 -1.31 2.97
C 1.61 -0.21 2.07
H 3.43 -2.41 0.80
H 4.23 -3.85 1.41
H 4.33 -2.20 2.23
H 0.18 -2.76 5.32
H 1.83 -3.42 5.05
H 0.44 -4.51 5.29
H 0.66 0.30 1.95
H 1.81 -0.54 1.05
H 2.48 0.33 2.44
C 0.59 0.40 6.09
O -0.75 0.59 6.52
P -2.04 -0.34 5.98
O -1.86 -1.83 6.11
O -2.25 0.26 4.44
C -2.81 -0.54 3.31
O -3.31 0.34 6.70
C -4.52 -0.26 6.75
H 1.19 0.49 7.00
H 0.79 1.10 5.28
H 0.58 -0.64 5.77
H -2.14 -0.36 2.47
H -3.84 -0.27 3.05
H -2.90 -1.61 3.47
H -5.16 0.26 6.04
H -4.92 -0.14 7.76
H -4.49 -1.32 6.51
C -0.75 1.99 -4.96
O -1.90 1.21 -5.34
P -2.26 -0.32 -4.82
O -1.76 -0.70 -3.52
O -1.88 -1.31 -6.07
C -0.51 -1.24 -6.47
O -3.94 -0.28 -4.88
C -4.72 -0.07 -3.72
H 0.05 1.48 -4.41
H -1.14 2.87 -4.45
H -0.21 2.40 -5.81
H -0.46 -1.80 -7.40
H 0.12 -1.75 -5.74
H -0.09 -0.25 -6.59
H -5.12 -1.08 -3.61
H -5.42 0.73 -3.93
H -4.03 0.33 -2.97


57
Properties=species:S:1:pos:R:3 method="wB97M-V/def2-TZVPD" charge=0 e_homo_ev=-8.698 smiles="O=C(NCc1ccco1)[C@H](c1cccnc1)N(C(=O)Cn1nnc2ccccc21)c1ccc(F)cc1" largest_force_ev_per_a=1.34
O -3.05 -1.44 1.83
C -1.87 -1.50 1.54
N -0.86 -1.24 2.39
C -1.09 -0.48 3.61
C -1.06 0.98 3.27
C -2.05 1.87 3.01
C -1.42 3.06 2.58
C -0.08 2.81 2.62
O 0.15 1.55 3.03
C -1.43 -1.82 0.10
C -0.32 -2.83 -0.05
C 0.47 -2.86 -1.19
C 1.47 -3.82 -1.30
C 1.63 -4.72 -0.25
N 0.86 -4.71 0.82
C -0.08 -3.80 0.92
N -1.10 -0.52 -0.51
C 0.08 0.07 -0.24
O 0.95 -0.43 0.45
C 0.30 1.43 -0.94
N 1.62 1.90 -0.68
N 1.83 3.00 0.05
N 3.07 3.20 0.21
C 3.76 2.21 -0.41
C 5.13 1.95 -0.54
C 5.49 0.84 -1.26
C 4.54 -0.02 -1.84
C 3.19 0.21 -1.73
C 2.81 1.34 -1.00
C -2.17 0.14 -1.17
C -2.54 -0.26 -2.45
C -3.60 0.35 -3.08
C -4.28 1.37 -2.42
F -5.31 1.97 -3.04
C -3.93 1.77 -1.15
C -2.87 1.15 -0.52
H 0.08 -1.19 2.00
H -2.08 -0.74 3.99
H -0.32 -0.73 4.33
H -3.11 1.70 3.11
H -1.89 3.98 2.30
H 0.77 3.40 2.36
H -2.32 -2.19 -0.43
H 0.31 -2.15 -1.99
H 2.10 -3.86 -2.17
H 2.39 -5.48 -0.28
H -0.68 -3.84 1.82
H 0.12 1.32 -2.01
H -0.39 2.17 -0.53
H 5.85 2.61 -0.10
H 6.54 0.60 -1.38
H 4.89 -0.88 -2.38
H 2.47 -0.45 -2.17
H -2.01 -1.06 -2.94
H -3.91 0.06 -4.07
H -4.49 2.55 -0.66
H -2.59 1.43 0.49


8
Properties=species:S:1:pos:R:3 method="wB97M-V/def2-TZVPD" relative_energy_kcal_mol=49.94 s_squared=0.751 charge=+2 spin_multiplicity=2 e_homo_ev="-18.244 / -18.653" largest_force_ev_per_a=3.86
H -1.13 -0.67 -0.61
O -0.40 -0.55 0.37
C 0.02 0.82 0.21
C -0.14 0.41 -1.19
Lu 0.43 -2.24 1.79
H 1.07 0.96 0.52
H -0.73 1.54 0.56
F 0.89 -0.26 -1.66


15
Properties=species:S:1:pos:R:3 method="wB97M-V/def2-TZVPD" relative_energy_kcal_mol=36.10 charge=0 e_homo_ev=-11.470 smiles=O.O.O.O.O largest_force_ev_per_a=0.32
O 0.91 0.10 0.45
H 0.05 0.54 0.39
H 1.54 0.82 0.40
O -0.55 3.63 -1.04
H -0.20 3.56 -1.94
H -0.26 2.82 -0.61
O -2.25 -2.51 -1.93
H -2.23 -2.75 -2.87
H -1.95 -1.60 -1.92
O -3.39 -0.40 2.14
H -4.30 -0.22 2.41
H -2.86 -0.07 2.88
O 5.32 -0.93 0.51
H 4.85 -0.41 -0.14
H 5.06 -1.84 0.33


23
Properties=species:S:1:pos:R:3 method="wB97M-V/def2-TZVPD" s_squared=2.022 charge=0 spin_multiplicity=3 e_homo_ev="-4.539 / -8.460" largest_force_ev_per_a=4.34
C -1.09 0.73 -0.88
C -0.13 0.09 -0.08
C -2.19 -0.02 -1.36
C -1.25 -1.89 0.06
C 0.58 2.30 -0.41
C 2.08 0.57 0.92
N -0.20 -1.14 0.38
N -0.77 2.10 -1.00
N -2.12 -1.38 -0.87
N 0.90 0.98 0.23
N -1.36 -3.20 0.45
O -3.16 0.27 -2.05
O 1.78 -0.17 2.05
O 2.90 1.60 1.13
I 3.07 -0.86 -0.72
H 1.46 2.64 -1.01
H 0.37 3.08 0.34
H -1.20 2.64 -1.68
H -2.90 -2.05 -1.07
H -0.67 -3.43 1.12
H -2.30 -3.45 0.64
H 2.47 -0.81 2.23
H 3.73 1.42 1.59


82
Properties=species:S:1:pos:R:3 method="wB97M-V/def2-TZVPD" relative_energy_kcal_mol=18.76 s_squared=6.004 charge=0 spin_multiplicity=5 e_homo_ev="-7.505 / -7.525" largest_force_ev_per_a=0.67
Pm 0.60 -0.12 -0.10
O -3.27 -0.44 1.69
C -2.05 -0.29 1.68
O -1.15 -1.09 1.24
C -1.51 1.06 2.15
C -2.16 1.91 3.03
C -1.62 3.17 3.23
C -0.49 3.57 2.53
C 0.10 2.66 1.68
N -0.41 1.44 1.52
C 1.28 2.96 0.76
O 1.60 4.12 0.58
O 1.78 1.91 0.22
H -3.06 1.58 3.52
H -2.10 3.86 3.92
H -0.07 4.56 2.62
C 2.14 -3.64 -1.63
O 1.74 -2.35 -1.19
C 2.61 -1.56 -0.35
O 3.64 -2.06 0.02
H 1.33 -4.35 -1.43
H 3.04 -3.95 -1.12
H 2.32 -3.61 -2.71
N 1.63 -0.60 2.22
C 2.14 -1.41 2.86
N 2.73 -2.33 3.60
C 3.26 -3.54 2.94
C 4.77 -3.45 2.80
C 5.43 -3.13 4.14
C 4.85 -1.85 4.74
C 3.34 -1.98 4.89
H 2.78 -3.65 1.97
H 2.98 -4.39 3.57
H 4.99 -2.67 2.07
H 5.14 -4.39 2.40
H 6.51 -3.02 4.01
H 5.28 -3.96 4.84
H 5.07 -1.00 4.09
H 5.28 -1.64 5.72
H 2.88 -1.06 5.24
H 3.09 -2.77 5.59
C -3.22 -2.81 -2.91
C -2.65 -3.31 -1.75
C -1.55 -2.65 -1.22
N -1.03 -1.54 -1.75
C -1.58 -1.08 -2.88
C -2.67 -1.68 -3.49
H -4.09 -3.30 -3.35
H -3.04 -4.19 -1.26
H -1.09 -3.01 -0.31
H -1.13 -0.19 -3.30
H -3.07 -1.26 -4.40
C -5.77 0.46 -2.17
C -5.55 1.90 -2.61
C -4.82 1.96 -3.95
C -4.82 2.73 -1.55
N -3.41 2.35 -1.40
C -2.87 1.28 -0.84
N -1.57 1.33 -1.02
N -1.33 2.48 -1.70
N -2.43 3.09 -1.94
H -6.45 -0.05 -2.86
H -6.21 0.40 -1.17
H -4.84 -0.11 -2.17
H -6.52 2.39 -2.72
H -3.85 1.46 -3.89
H -4.65 2.98 -4.28
H -5.41 1.45 -4.72
H -5.29 2.62 -0.58
H -4.81 3.78 -1.83
H -3.40 0.51 -0.30
C 4.24 3.09 -1.46
N 3.50 2.00 -2.07
C 2.23 2.10 -2.42
N 1.65 3.31 -2.36
S 1.35 0.71 -2.93
H 5.29 2.79 -1.37
H 3.85 3.32 -0.47
H 4.19 3.98 -2.08
H 3.84 1.05 -1.97
H 1.94 3.93 -1.61
H 0.64 3.26 -2.47